[1]
Here is a structure of composition C45H61BGe2N3O4RbSSb at a distorted geometry from the Open Molecules 2025 dataset. Energies are from the ωB97M-V functional and the def2-TZVPD basis.

Summary:
Total energy, eV: -192052.747
Relative energy (zero: lowest compared OMol25 entry of this formula, charge and spin), kJ/mol: 62.6
Orbital gap (alpha / beta), eV: 4.700 / 5.005
<S²>: 0.7541
HOMO (alpha / beta), eV: -1.00 / -1.31

Geometry as ORCA input:
```
! wB97M-V def2-TZVPD RIJCOSX def2/J DEFGRID3
* xyz -2 2
Rb 0.71 -0.12 -0.17
O 5.12 -1.34 -0.26
C 5.06 -2.67 -0.31
C 6.21 -3.42 -0.05
C 6.19 -4.80 -0.12
C 5.02 -5.46 -0.44
C 3.87 -4.74 -0.68
C 3.86 -3.35 -0.63
C 2.62 -2.56 -0.86
O 2.71 -1.31 -1.03
N 1.52 -3.29 -0.80
N 0.35 -2.64 -0.98
C -0.70 -3.30 -0.64
C -2.02 -2.77 -0.75
C -3.14 -3.62 -0.62
C -4.40 -3.10 -0.71
C -4.55 -1.72 -0.89
C -3.40 -0.96 -1.01
N -2.18 -1.45 -0.96
H 4.19 -1.04 -0.54
H 7.12 -2.89 0.21
H 7.10 -5.36 0.07
H 5.00 -6.54 -0.50
H 2.94 -5.23 -0.91
H -0.60 -4.32 -0.24
H -2.98 -4.68 -0.46
H -5.28 -3.73 -0.63
H -5.53 -1.27 -0.94
H -3.45 0.12 -1.13
C -2.87 5.23 2.19
C -1.53 4.87 1.58
Ge -0.95 2.91 1.75
C -2.63 1.81 1.75
C -3.32 1.77 3.10
C -0.12 2.88 3.54
C 0.21 1.80 4.25
Ge 0.42 0.12 3.02
C -0.37 -1.57 3.99
C -0.09 -2.10 5.39
C 2.47 -0.29 3.11
C 3.36 -0.41 4.34
C 0.48 1.90 5.68
C 0.11 2.99 6.48
C 0.43 3.04 7.82
C 1.09 1.98 8.43
C 1.41 0.86 7.67
C 1.11 0.83 6.33
H -3.14 6.27 1.99
H -2.86 5.10 3.28
H -3.65 4.60 1.77
H -0.75 5.50 2.02
H -1.56 5.10 0.52
H -2.37 0.79 1.45
H -3.30 2.21 0.99
H -2.63 1.39 3.84
H -4.20 1.13 3.08
H -3.63 2.77 3.40
H -0.13 3.87 3.99
H -0.09 -2.35 3.27
H -1.45 -1.44 3.89
H 0.97 -2.30 5.53
H -0.62 -3.05 5.55
H -0.43 -1.41 6.15
H 2.91 0.48 2.47
H 2.54 -1.23 2.55
H 3.37 0.51 4.92
H 4.40 -0.62 4.05
H 3.05 -1.24 4.98
H -0.43 3.82 6.04
H 0.17 3.91 8.41
H 1.34 2.02 9.48
H 1.89 0.01 8.14
H 1.35 -0.03 5.73
C -1.11 -1.83 -6.20
C -0.41 -1.90 -4.85
C -0.87 -3.13 -4.11
Sb -0.65 -0.13 -3.49
C 1.02 1.05 -4.39
C 1.06 1.06 -5.91
C 2.34 0.54 -3.83
C -2.25 0.82 -4.75
C -3.59 0.20 -4.39
C -2.29 2.32 -4.55
H -0.90 -2.73 -6.77
H -0.77 -0.98 -6.79
H -2.18 -1.75 -6.07
H 0.67 -1.98 -5.01
H -1.94 -3.06 -3.86
H -0.32 -3.24 -3.18
H -0.72 -4.03 -4.71
H 0.86 2.07 -4.03
H 1.26 0.06 -6.29
H 1.85 1.73 -6.27
H 0.11 1.41 -6.32
H 2.53 -0.48 -4.16
H 2.32 0.53 -2.74
H 3.18 1.16 -4.15
H -2.03 0.61 -5.81
H -3.85 0.46 -3.37
H -3.56 -0.89 -4.45
H -4.38 0.56 -5.05
H -2.48 2.56 -3.51
H -3.09 2.77 -5.16
H -1.35 2.78 -4.84
S -1.38 2.89 -1.23
C -0.17 2.72 -0.05
O 2.38 2.12 0.11
B 1.27 2.77 -0.48
O 1.70 3.52 -1.59
C 3.03 3.35 -1.65
C 3.93 3.94 -2.52
C 5.26 3.57 -2.39
C 5.67 2.67 -1.42
C 4.77 2.11 -0.51
C 3.44 2.47 -0.64
H 3.59 4.65 -3.26
H 6.00 4.01 -3.06
H 6.71 2.40 -1.36
H 5.10 1.42 0.24
*
```

Atom charges from the Mulliken analysis, given in e for atoms 1 to 99: atom 1 (Rb): 2.158, atom 2 (O): -0.602, atom 3 (C): -0.042, atom 4 (C): -0.669, atom 5 (C): -0.263, atom 6 (C): -0.846, atom 7 (C): -0.167, atom 8 (C): 0.164, atom 9 (C): 0.488, atom 10 (O): -0.608, atom 11 (N): -1.116, atom 12 (N): 1.303, atom 13 (C): -1.432, atom 14 (C): 1.173, atom 15 (C): -0.997, atom 16 (C): -0.500, atom 17 (C): -1.073, atom 18 (C): -0.568, atom 19 (N): 0.911, atom 20 (H): 0.315, atom 21 (H): 0.401, atom 22 (H): 0.370, atom 23 (H): 0.370, atom 24 (H): 0.447, atom 25 (H): 0.131, atom 26 (H): 0.480, atom 27 (H): 0.395, atom 28 (H): 0.487, atom 29 (H): 0.640, atom 30 (C): -1.285, atom 31 (C): -0.817, atom 32 (Ge): 1.487, atom 33 (C): 0.143, atom 34 (C): -1.317, atom 35 (C): -1.184, atom 36 (C): -0.112, atom 37 (Ge): 0.104, atom 38 (C): -0.825, atom 39 (C): -1.081, atom 40 (C): -0.014, atom 41 (C): -1.180, atom 42 (C): 0.770, atom 43 (C): -0.607, atom 44 (C): -0.724, atom 45 (C): -0.445, atom 46 (C): -1.062, atom 47 (C): 0.440, atom 48 (H): 0.370, atom 49 (H): 0.226, atom 50 (H): 0.306, atom 51 (H): 0.464, atom 52 (H): 0.305, atom 53 (H): -0.121, atom 54 (H): 0.566, atom 55 (H): 0.187, atom 56 (H): 0.355, atom 57 (H): 0.267, atom 58 (H): 0.132, atom 59 (H): 0.348, atom 60 (H): 0.363, atom 61 (H): 0.200, atom 62 (H): 0.389, atom 63 (H): 0.252, atom 64 (H): -0.029, atom 65 (H): 0.161, atom 66 (H): 0.249, atom 67 (H): 0.377, atom 68 (H): 0.237, atom 69 (H): 0.381, atom 70 (H): 0.378, atom 71 (H): 0.373, atom 72 (H): 0.349, atom 73 (H): 0.153, atom 74 (C): -1.624, atom 75 (C): 0.425, atom 76 (C): -1.219, atom 77 (Sb): -0.591, atom 78 (C): 0.609, atom 79 (C): -1.654, atom 80 (C): -1.490, atom 81 (C): 0.432, atom 82 (C): -1.525, atom 83 (C): -1.311, atom 84 (H): 0.435, atom 85 (H): 0.267, atom 86 (H): 0.250, atom 87 (H): 0.456, atom 88 (H): 0.235, atom 89 (H): -0.054, atom 90 (H): 0.481, atom 91 (H): 0.343, atom 92 (H): 0.279, atom 93 (H): 0.474, atom 94 (H): 0.324, atom 95 (H): 0.310, atom 96 (H): 0.256, atom 97 (H): 0.450, atom 98 (H): 0.274, atom 99 (H): 0.211

[2]
Here is a structure of composition C45H62IrN6O4 at a distorted geometry from the Open Molecules 2025 dataset. Energies are from the ωB97M-V functional and the def2-TZVPD basis.

Summary:
Total energy, eV: -67636.644
Relative energy (zero: lowest compared OMol25 entry of this formula, charge and spin), kJ/mol: 294.0
Orbital gap, eV: 6.575
HOMO, eV: -10.02

Geometry as ORCA input:
```
! wB97M-V def2-TZVPD RIJCOSX def2/J DEFGRID3
* xyz 1 1
Ir -0.11 0.37 -0.29
C -0.80 -0.44 5.65
C 0.50 -0.37 4.83
C 0.69 -1.64 4.00
C 0.70 0.98 4.13
C 1.09 2.01 5.00
C 1.50 3.25 4.55
C 1.61 3.45 3.19
C 1.22 2.47 2.29
C 1.46 2.72 0.83
C 2.96 2.67 0.53
C 0.87 4.03 0.31
C 0.66 1.27 2.76
N -0.01 0.39 1.86
C -1.10 -0.20 2.27
C -1.77 -1.05 1.44
C -2.87 -1.88 1.65
C -3.07 -2.57 0.45
C -2.09 -2.14 -0.46
N -1.31 -1.23 0.16
C -1.83 -2.64 -1.86
C -2.00 -1.50 -2.87
C -2.79 -3.78 -2.21
C -0.38 -3.15 -1.91
H -0.73 -1.23 6.39
H -1.67 -0.66 5.02
H -0.99 0.50 6.16
H 1.31 -0.38 5.57
H -0.21 -1.97 3.49
H 1.01 -2.45 4.66
H 1.47 -1.50 3.24
H 1.10 1.80 6.06
H 1.78 4.02 5.25
H 2.01 4.39 2.82
H 1.00 1.89 0.27
H 3.45 3.54 0.95
H 3.14 2.66 -0.55
H 3.41 1.78 0.97
H 1.31 4.88 0.82
H -0.21 4.06 0.46
H 1.07 4.14 -0.76
H -1.51 0.04 3.25
H -3.43 -1.96 2.57
H -3.82 -3.31 0.25
H -3.03 -1.12 -2.85
H -1.76 -1.84 -3.88
H -1.34 -0.67 -2.62
H -3.83 -3.44 -2.24
H -2.71 -4.60 -1.50
H -2.54 -4.17 -3.20
H 0.31 -2.35 -1.67
H -0.16 -3.54 -2.91
H -0.24 -3.96 -1.19
C 0.30 -1.18 -8.73
C 0.35 -0.63 -7.33
C 1.13 -1.22 -6.34
C 1.19 -0.71 -5.06
C 2.08 -1.38 -4.05
C 0.42 0.44 -4.74
C 0.39 1.01 -3.42
O 0.88 0.49 -2.40
C -0.39 1.04 -5.74
C -1.26 2.24 -5.45
C -0.41 0.50 -7.00
H 0.93 -2.06 -8.83
H 0.64 -0.42 -9.44
H -0.72 -1.45 -9.00
H 1.70 -2.10 -6.59
H 2.62 -2.21 -4.52
H 1.50 -1.75 -3.21
H 2.81 -0.67 -3.65
H -0.12 1.97 -3.33
H -1.88 2.07 -4.57
H -1.91 2.45 -6.30
H -0.65 3.13 -5.27
H -1.02 0.96 -7.77
C -5.09 1.54 0.10
C -4.73 2.33 -1.16
C -3.40 3.14 -1.10
C -3.18 3.86 -2.43
C -1.87 4.63 -2.48
C -3.56 4.18 0.01
O -4.15 5.22 -0.15
N -3.02 3.83 1.22
C -2.26 2.69 1.51
O -2.01 2.43 2.66
N -1.82 1.95 0.43
C -2.28 2.17 -0.80
O -1.77 1.49 -1.71
H -6.01 0.99 -0.07
H -5.25 2.20 0.95
H -4.31 0.82 0.36
H -5.52 3.03 -1.39
H -4.63 1.64 -2.01
H -4.01 4.55 -2.57
H -3.21 3.11 -3.22
H -1.85 5.42 -1.73
H -1.74 5.11 -3.46
H -1.01 3.98 -2.31
H -3.22 4.43 2.01
N 1.68 -0.69 -0.06
C 2.84 -0.67 -0.02
N 4.13 -0.74 0.01
C 4.92 -0.73 -1.23
C 6.01 -1.79 -1.15
C 6.86 -1.60 0.11
C 5.96 -1.65 1.35
C 4.88 -0.58 1.26
H 5.37 0.26 -1.35
H 4.26 -0.91 -2.07
H 6.63 -1.73 -2.05
H 5.55 -2.78 -1.13
H 7.36 -0.62 0.07
H 7.63 -2.37 0.17
H 6.55 -1.48 2.26
H 5.50 -2.64 1.43
H 5.35 0.41 1.27
H 4.19 -0.64 2.10
*
```

Atom charges from the Mulliken analysis, given in e for atoms 1 to 99: atom 1 (Ir): 3.661, atom 2 (C): -1.388, atom 3 (C): -0.022, atom 4 (C): -1.266, atom 5 (C): 0.287, atom 6 (C): -0.641, atom 7 (C): -1.632, atom 8 (C): -0.126, atom 9 (C): -0.075, atom 10 (C): 2.989, atom 11 (C): -1.734, atom 12 (C): -1.925, atom 13 (C): 0.445, atom 14 (N): 1.370, atom 15 (C): -1.550, atom 16 (C): 0.871, atom 17 (C): -1.296, atom 18 (C): -1.202, atom 19 (C): -0.560, atom 20 (N): 0.460, atom 21 (C): 2.788, atom 22 (C): -1.784, atom 23 (C): -2.428, atom 24 (C): -0.980, atom 25 (H): 0.423, atom 26 (H): 0.310, atom 27 (H): 0.381, atom 28 (H): 0.834, atom 29 (H): 0.316, atom 30 (H): 0.551, atom 31 (H): 0.016, atom 32 (H): 0.539, atom 33 (H): 0.414, atom 34 (H): 0.451, atom 35 (H): -2.387, atom 36 (H): 0.464, atom 37 (H): 0.446, atom 38 (H): 0.193, atom 39 (H): 0.480, atom 40 (H): 0.320, atom 41 (H): 0.419, atom 42 (H): 0.453, atom 43 (H): 0.546, atom 44 (H): 0.674, atom 45 (H): 0.394, atom 46 (H): 0.583, atom 47 (H): 0.138, atom 48 (H): 0.434, atom 49 (H): 0.463, atom 50 (H): 0.436, atom 51 (H): -0.432, atom 52 (H): 0.437, atom 53 (H): 0.441, atom 54 (C): -1.428, atom 55 (C): 0.600, atom 56 (C): -1.258, atom 57 (C): 0.703, atom 58 (C): -0.958, atom 59 (C): 0.228, atom 60 (C): 0.499, atom 61 (O): -0.685, atom 62 (C): 1.408, atom 63 (C): -1.228, atom 64 (C): -1.233, atom 65 (H): 0.375, atom 66 (H): 0.352, atom 67 (H): 0.346, atom 68 (H): 0.317, atom 69 (H): 0.531, atom 70 (H): 0.022, atom 71 (H): 0.084, atom 72 (H): -0.239, atom 73 (H): -0.031, atom 74 (H): 0.364, atom 75 (H): 0.420, atom 76 (H): 0.419, atom 77 (C): -1.048, atom 78 (C): -1.314, atom 79 (C): 2.849, atom 80 (C): -1.743, atom 81 (C): -0.873, atom 82 (C): -0.465, atom 83 (O): -0.629, atom 84 (N): 0.223, atom 85 (C): -0.611, atom 86 (O): -0.689, atom 87 (N): 0.725, atom 88 (C): -1.320, atom 89 (O): -0.904, atom 90 (H): 0.546, atom 91 (H): 0.281, atom 92 (H): 0.068, atom 93 (H): 0.501, atom 94 (H): 0.401, atom 95 (H): 0.521, atom 96 (H): 0.693, atom 97 (H): 0.382, atom 98 (H): 0.479, atom 99 (H): -0.162